Arrangement P

Molecular formula: BrMn2
Method: DFT, ωB97M-V/def2-TZVPD

Output
Spin multiplicity ... 11
LUMO (spin up / spin down) ... -16.11 / -15.90 eV
Kohn-Sham gap (spin up / spin down) ... 0.30504 / 0.31408 Ha
Charge ... +3

Geometry as XYZ:
```
3
BrMn2 | OMol25 | ωB97M-V/def2-TZVPD
Mn -0.288 1.906 1.635
Mn 0.705 -1.618 -1.868
Br -0.417 -0.288 0.233
```

***

Arrangement Q

Molecular formula: BrMn2
Method: DFT, ωB97M-V/def2-TZVPD

Output
Spin multiplicity ... 11
LUMO (spin up / spin down) ... -16.19 / -15.87 eV
Kohn-Sham gap (spin up / spin down) ... 0.32409 / 0.33944 Ha
Charge ... +3

Geometry as XYZ:
```
3
BrMn2 | OMol25 | ωB97M-V/def2-TZVPD
Mn 1.091 -2.167 -0.667
Mn -1.137 2.141 0.667
Br 0.046 0.027 0.000
```

***

The least stable of them is arrangement P.

***

Arrangement P

Molecular formula: C3H3FO
Method: DFT, ωB97M-V/def2-TZVPD

Output
LUMO ... 0.27 eV
Kohn-Sham gap ... 0.35387 Ha

Geometry as XYZ:
```
8
C3H3FO | OMol25 | ωB97M-V/def2-TZVPD
C -0.686 -0.842 -0.090
C 0.355 -0.138 -0.179
C 1.421 0.572 -0.078
O -2.243 0.912 0.132
F -1.918 -0.313 -0.409
H -0.721 -1.755 0.415
H 2.252 0.515 -0.701
H 1.539 1.049 0.910
```

***

Arrangement Q

Molecular formula: C3H3FO
Method: DFT, ωB97M-V/def2-TZVPD

Output
LUMO ... 0.98 eV
Kohn-Sham gap ... 0.36458 Ha

Geometry as XYZ:
```
8
C3H3FO | OMol25 | ωB97M-V/def2-TZVPD
C -0.909 -1.087 0.419
C 0.269 -1.564 0.069
C 0.524 0.376 -0.328
O -0.868 0.273 0.105
F 1.128 -2.496 0.013
H -1.810 -1.393 0.799
H 1.150 0.673 0.415
H 0.549 0.783 -1.331
```

***

The least stable of them is arrangement P.